Record 1
ORCA calculation (wB97M-V/def2-TZVPD) on a molecular structure, C34H29N3O5S2Tc.

```
74
Properties=species:S:1:pos:R:3:forces:R:3
Tc -0.0931 -0.1104 0.0919 0.2 0.6 0.3
S 0.1279 0.2716 2.4697 -0.1 0.1 -0.1
C 1.7966 0.1151 2.8168 0.2 -0.2 -0.2
N 2.1811 -0.0947 4.1378 0.0 0.4 0.2
C 3.5277 -0.5445 4.3936 0.0 0.0 0.0
C 4.4685 0.3475 3.6198 -0.1 0.0 0.0
N 4.1421 0.2601 2.2157 0.1 0.0 -0.1
C 5.2441 -0.0368 1.3146 0.0 -0.1 0.0
C 5.6973 -1.4767 1.4392 0.0 0.0 0.0
C 6.8437 -1.8144 2.1492 0.0 0.0 0.0
C 7.2144 -3.1438 2.3195 0.0 0.0 0.0
C 6.4361 -4.1520 1.7731 0.0 0.0 0.0
C 5.2923 -3.8250 1.0532 0.0 0.0 0.0
C 4.9243 -2.4996 0.8861 0.0 0.0 0.0
C 2.8147 0.1604 1.8138 -0.1 -0.1 0.2
S 2.4561 0.0902 0.1525 -0.1 0.1 0.0
C 1.2223 -0.3652 5.1890 -0.1 -0.2 0.0
C 1.1037 -1.8529 5.4550 0.0 0.0 -0.1
C 0.6788 -2.6936 4.4238 0.0 0.0 0.0
C 0.6163 -4.0633 4.6170 0.0 0.0 0.0
C 0.9721 -4.6145 5.8443 0.0 0.0 0.0
C 1.3942 -3.7874 6.8723 0.0 0.0 0.0
C 1.4624 -2.4120 6.6732 0.0 0.0 0.0
H 3.6748 -1.5875 4.0741 0.0 0.0 0.0
H 3.7174 -0.4925 5.4681 0.0 0.0 0.0
H 5.5005 0.0240 3.7628 0.0 0.0 0.0
H 4.3779 1.3809 3.9790 0.0 0.0 0.0
H 6.0771 0.6342 1.5471 0.0 0.0 0.0
H 4.9137 0.1747 0.3004 0.0 0.0 0.0
H 7.4597 -1.0258 2.5694 0.0 0.0 0.0
H 8.1101 -3.3887 2.8776 0.0 0.0 0.0
H 6.7202 -5.1894 1.9015 0.0 0.0 0.0
H 4.6821 -4.6050 0.6146 0.0 0.0 0.0
H 4.0303 -2.2381 0.3321 0.0 0.0 0.0
H 0.2584 0.0286 4.8750 0.0 0.0 0.0
H 1.5238 0.1588 6.1035 0.1 0.0 0.0
H 0.4071 -2.2577 3.4686 0.0 0.0 0.0
H 0.2924 -4.7011 3.8040 0.0 0.0 0.0
H 0.9232 -5.6862 5.9934 0.0 0.0 0.0
H 1.6799 -4.2101 7.8282 0.0 0.0 0.0
H 1.8045 -1.7651 7.4745 0.0 0.0 0.0
O -0.4610 1.9717 -6.6873 0.1 0.0 0.0
C -0.4697 0.7804 -6.3245 -0.4 0.0 -0.1
O -0.5815 -0.2590 -7.0115 0.1 0.0 0.0
C -0.3870 0.5462 -4.7958 0.1 0.0 0.1
C -0.3908 -0.7429 -4.2748 0.0 0.0 0.0
C -0.3156 -0.9376 -2.9115 0.0 0.0 0.0
N -0.2325 0.0771 -2.0411 0.0 0.0 -0.1
C -0.2212 1.3286 -2.5272 0.0 0.0 0.0
C -0.2990 1.5912 -3.8852 0.0 0.0 -0.1
C -0.0654 2.4257 -1.4838 0.1 0.0 0.4
O -0.0294 3.5988 -1.8288 0.0 0.0 -0.1
O 0.0553 1.9711 -0.2871 0.0 0.5 -0.3
H -0.4528 -1.5777 -4.9597 0.0 0.0 0.0
H -0.3174 -1.9275 -2.4738 0.0 0.0 0.0
H -0.2834 2.6158 -4.2275 0.0 0.0 0.0
C -3.0217 -1.1910 0.2642 0.0 -0.1 0.0
C -2.1671 0.0794 0.1337 -0.2 0.0 0.1
O -2.7827 1.1322 0.0623 0.1 0.0 0.0
H -4.0796 -0.9276 0.3544 0.0 0.0 0.0
H -2.6889 -1.7815 1.1204 0.0 0.0 0.0
H -2.8659 -1.8057 -0.6265 0.0 0.0 0.0
C 0.0286 -1.7980 0.2148 0.1 -1.4 -0.3
C 0.4201 -3.2033 0.2578 -0.1 0.6 0.3
C 1.4595 -3.5749 1.1197 0.0 -0.2 0.0
C 1.8476 -4.9028 1.2210 0.0 0.1 0.0
C 1.2112 -5.8751 0.4566 0.0 -0.1 0.0
C 0.1794 -5.5135 -0.4011 0.0 0.1 0.0
C -0.2212 -4.1874 -0.4962 0.0 -0.1 0.0
H 1.9466 -2.8033 1.7053 0.0 0.0 0.0
H 2.6482 -5.1757 1.8989 0.0 0.0 0.0
H 1.5158 -6.9124 0.5324 0.0 0.0 0.0
H -0.3215 -6.2670 -0.9968 0.0 0.0 0.0
H -1.0325 -3.9027 -1.1534 0.0 0.0 0.0
```
Positions in Å, forces in eV/Å.

Values from the calculation:
HOMO level (alpha / beta) = -1.740 / -2.080 eV
expectation value of S² = 0.755
charge = -2
orbital gap (alpha / beta) = 5.38 / 5.71 eV
spin multiplicity = 2



Record 2
ORCA calculation (wB97M-V/def2-TZVPD) on a molecular structure, C34H30BCl2N12O2Ti.

```
82
Properties=species:S:1:pos:R:3:forces:R:3
Ti 0.0316 -0.5929 -1.0070 0.0 -0.1 0.0
Cl 5.2387 2.8437 -4.0054 0.0 0.0 0.0
C 3.7272 2.4552 -3.2739 0.0 0.0 0.0
C 3.2831 1.1684 -3.3098 0.0 0.0 0.0
C 2.0532 0.8410 -2.6779 0.0 0.0 0.0
N 1.4648 -0.3457 -2.6253 0.0 0.0 0.0
C 1.7960 -1.4493 -3.4206 0.0 0.0 0.0
O 2.4782 -1.3986 -4.4371 0.0 0.0 0.0
C 1.1901 -2.6514 -2.8680 0.0 0.0 0.0
C 1.4497 -3.9076 -3.4171 0.0 0.0 0.0
C 1.0639 -5.0436 -2.7527 0.0 0.0 0.0
C 0.4535 -4.8895 -1.4816 0.0 0.0 0.0
C 0.1923 -3.6443 -1.0000 0.0 0.0 0.0
N 0.4708 -2.4900 -1.6905 0.0 0.0 0.0
C 1.2853 1.8896 -2.0277 0.0 0.0 0.0
C 1.7523 3.2013 -2.0424 0.0 0.0 0.0
C 2.9596 3.4793 -2.6429 0.0 0.0 0.0
Cl 3.5389 5.0943 -2.6219 0.0 0.0 0.0
N 0.0760 1.4552 -1.5714 0.0 0.0 -0.1
C -1.0515 2.1220 -1.9549 0.0 0.1 0.0
O -1.1760 3.2966 -2.2406 0.0 0.0 0.0
C -2.1587 1.1401 -2.2649 0.0 0.0 0.0
C -3.3728 1.5801 -2.7555 0.0 0.0 0.0
C -4.2432 0.6505 -3.3001 0.0 0.0 0.0
C -3.8496 -0.6766 -3.3671 0.0 0.0 0.0
C -2.6291 -1.0372 -2.8222 0.0 0.0 0.0
N -1.8105 -0.1564 -2.2483 0.0 0.0 0.0
H 3.8474 0.3992 -3.8137 0.0 0.0 0.0
H 1.9899 -3.9380 -4.3540 0.0 0.0 0.0
H 1.2591 -6.0254 -3.1598 0.0 0.0 0.0
H 0.1988 -5.7488 -0.8767 0.0 0.0 0.0
H -0.2583 -3.5098 -0.0257 0.0 0.0 0.0
H 1.1692 3.9850 -1.5854 0.0 0.0 0.0
H -3.5831 2.6399 -2.7394 0.0 0.0 0.0
H -5.1996 0.9609 -3.6998 0.0 0.0 0.0
H -4.4728 -1.4279 -3.8313 0.0 0.0 0.0
H -2.2828 -2.0614 -2.8478 0.0 0.0 0.0
C -3.0326 3.7394 0.4213 0.0 0.0 0.0
C -1.7369 3.1167 0.8212 0.0 0.0 0.0
C -0.4649 3.7285 0.9109 0.0 0.0 0.0
C 0.3745 2.7179 1.2928 0.0 0.0 0.0
N -0.3561 1.5828 1.4059 -0.1 0.0 0.1
N -1.6647 1.8325 1.1276 0.0 0.0 0.0
B 0.0665 0.3601 2.2208 0.0 -0.1 -0.1
N -0.9283 -0.7971 1.9356 0.0 0.0 0.1
C -1.6276 -1.4523 2.8634 0.0 0.0 0.0
C -2.4916 -2.3170 2.2253 0.0 0.0 0.0
C -2.2625 -2.1156 0.8670 0.0 0.0 0.0
C -3.0146 -2.7851 -0.2336 0.0 0.0 0.0
N -1.2932 -1.2005 0.6888 0.1 0.0 0.0
N 1.4846 -0.0521 1.7816 0.0 0.0 0.0
C 2.6405 -0.0411 2.4562 -0.1 0.0 0.0
C 3.6239 -0.5500 1.6391 0.0 0.0 0.0
C 2.9788 -0.8687 0.4436 0.0 0.0 0.0
C 3.6294 -1.5150 -0.7337 0.0 0.0 0.0
N 1.6780 -0.5487 0.5229 0.0 0.0 0.0
N -0.0209 0.6833 3.7131 0.1 0.2 0.0
C -0.9696 1.4835 4.2558 0.1 0.0 0.0
C -0.8347 1.4316 5.6197 -0.1 0.0 0.0
C 0.2471 0.5526 5.8366 0.0 0.0 0.0
C 0.8584 0.1270 7.1313 0.0 0.0 0.0
N 0.7245 0.1033 4.6873 -0.1 -0.2 -0.1
H -3.8010 2.9713 0.3379 0.0 0.0 0.0
H -2.9288 4.2480 -0.5384 0.0 0.0 0.0
H -3.3598 4.4744 1.1587 0.0 0.0 0.0
H -0.2135 4.7553 0.7037 0.0 0.0 0.0
H 1.4346 2.7150 1.4947 0.0 0.0 0.0
H -1.4727 -1.2543 3.9107 0.0 0.0 0.0
H -3.2053 -2.9875 2.6711 0.0 0.0 0.0
H -3.6633 -3.5473 0.1954 0.0 0.0 0.0
H -2.3591 -3.2705 -0.9560 0.0 0.0 0.0
H -3.6462 -2.0711 -0.7600 0.0 0.0 0.0
H 2.6616 0.2926 3.4773 0.0 0.0 0.0
H 4.6625 -0.7026 1.8752 0.0 0.0 0.0
H 3.9373 -0.7827 -1.4811 0.0 0.0 0.0
H 2.9773 -2.2426 -1.2083 0.0 0.0 0.0
H 4.5252 -2.0358 -0.3983 0.0 0.0 0.0
H -1.6664 2.0131 3.6257 0.0 0.0 0.0
H -1.4229 1.9521 6.3563 0.0 0.0 0.0
H 0.1156 -0.3310 7.7859 0.0 0.0 0.0
H 1.2869 0.9775 7.6641 0.0 0.0 0.0
H 1.6487 -0.5980 6.9451 0.0 0.0 0.0
```
Positions in Å, forces in eV/Å.

Values from the calculation:
HOMO level (alpha / beta) = -5.876 / -8.739 eV
expectation value of S² = 3.797
orbital gap (alpha / beta) = 5.59 / 6.19 eV
spin multiplicity = 4



Record 3
ORCA calculation (wB97M-V/def2-TZVPD) on a molecular structure, C34H30FeN6O2S2.

```
75
Properties=species:S:1:pos:R:3:forces:R:3
Fe 0.0697 -1.1115 -0.8483 1.4 -0.6 0.3
O -2.0962 -2.2169 -1.1351 -0.3 0.1 -0.1
S -2.1460 -2.4047 0.3107 -0.2 0.1 -0.2
O -2.3860 -3.7115 0.8479 0.1 0.0 0.0
N -0.6871 -1.8390 0.6706 -0.6 -0.2 0.4
C 0.0173 -1.9368 1.8629 -0.1 0.1 -0.2
C -0.3875 -2.3977 3.0847 0.0 -0.1 0.1
C 0.5143 -2.3575 4.1761 -0.1 0.0 0.0
C 1.7860 -1.8799 4.0437 0.0 0.0 0.0
C 2.2309 -1.4185 2.7788 0.0 0.0 0.0
C 3.5269 -0.9298 2.5164 0.0 0.0 0.1
C 3.8490 -0.5145 1.2551 0.0 0.0 -0.1
C 2.8785 -0.5671 0.2404 0.0 0.0 0.1
N 1.6534 -1.0093 0.4452 0.0 0.2 -0.2
C 1.3337 -1.4480 1.7039 0.1 0.0 -0.1
C -3.3461 -1.3021 0.9632 -0.1 0.1 0.1
C -3.8601 -1.5300 2.2355 0.0 0.0 0.0
C -4.7590 -0.6215 2.7702 0.0 0.0 0.0
C -5.1394 0.4935 2.0344 0.0 0.0 0.0
C -4.6376 0.6987 0.7562 0.0 0.0 0.0
C -3.7378 -0.2019 0.2089 0.0 0.0 0.0
H -1.3768 -2.8105 3.2181 0.0 0.0 0.0
H 0.1749 -2.7179 5.1381 0.0 0.0 0.0
H 2.4631 -1.8523 4.8874 0.0 0.0 0.0
H 4.2556 -0.8930 3.3172 0.0 0.0 0.0
H 4.8355 -0.1414 1.0196 0.0 0.0 0.0
H 3.1208 -0.2289 -0.7535 0.0 0.0 -0.1
H -3.5800 -2.4182 2.7852 0.0 0.0 0.0
H -5.1706 -0.7892 3.7566 0.0 0.0 0.0
H -5.8437 1.1994 2.4551 0.0 0.0 0.0
H -4.9467 1.5612 0.1808 0.0 0.0 0.0
H -3.3446 -0.0586 -0.7881 0.0 0.0 0.0
N 2.4549 -0.8283 -4.2434 0.1 0.1 0.0
C 2.6215 0.5161 -3.9272 0.0 -0.1 -0.1
C 3.2905 1.5464 -4.5790 0.0 0.0 0.0
C 3.2480 2.7835 -3.9712 0.0 0.0 0.0
C 2.5680 2.9861 -2.7579 0.0 0.0 0.0
C 1.9082 1.9583 -2.1188 0.0 0.0 0.0
C 1.9392 0.7039 -2.7252 -0.1 -0.1 0.0
N 1.3830 -0.5179 -2.3281 -0.3 0.4 -0.5
C 1.7151 -1.3802 -3.2644 0.1 -0.2 0.2
C 1.2731 -2.7599 -3.1220 0.0 0.2 0.0
C 1.4965 -3.8824 -3.8501 -0.1 0.0 0.0
S 0.6421 -5.1827 -3.1454 0.0 -0.1 0.0
C 0.0446 -4.1540 -1.9300 0.1 0.1 0.0
N 0.4606 -2.9238 -2.0282 0.0 -0.2 0.2
H 2.8090 -1.3011 -5.0569 0.0 0.0 0.0
H 3.8173 1.3906 -5.5108 0.0 0.0 0.0
H 3.7494 3.6194 -4.4400 0.0 0.0 0.0
H 2.5597 3.9759 -2.3210 0.0 0.0 0.0
H 1.3745 2.1090 -1.1928 0.0 0.0 0.0
H 2.0859 -4.0131 -4.7430 0.0 0.0 0.0
H -0.6233 -4.4978 -1.1518 0.0 0.0 0.0
C -0.3473 2.3998 3.5582 0.1 -0.1 0.0
N -0.3196 2.5678 2.1184 -0.2 0.1 0.0
C 0.9640 3.0470 1.6575 0.1 -0.1 0.0
C -0.7286 1.3495 1.4475 0.1 0.0 -0.1
C -1.0412 1.5348 -0.0187 -0.2 0.3 -0.4
C -1.7632 2.6740 -0.3913 0.1 0.0 0.1
C -2.2008 2.8675 -1.6895 0.0 0.1 0.0
C -1.9334 1.9146 -2.6616 0.0 -0.1 -0.1
C -1.1922 0.7891 -2.3282 -0.3 0.3 0.2
C -0.7456 0.6089 -1.0206 0.1 0.0 0.4
H -0.0553 3.3307 4.0434 0.0 0.0 0.0
H 0.3336 1.6019 3.9064 0.0 0.0 0.0
H -1.3573 2.1466 3.8823 0.0 0.0 0.0
H 1.2286 3.9620 2.1865 0.0 0.0 0.0
H 0.9150 3.2785 0.5933 0.0 0.0 0.0
H 1.7757 2.3102 1.8171 0.0 0.0 0.0
H -1.6360 0.9884 1.9437 0.0 -0.1 0.0
H 0.0262 0.5682 1.5627 0.1 -0.1 0.1
H -1.9783 3.4082 0.3768 0.0 0.0 0.0
H -2.7564 3.7610 -1.9445 0.0 0.0 0.0
H -2.2967 2.0428 -3.6736 0.0 0.0 0.0
H -0.9737 0.0555 -3.0967 0.0 0.0 0.0
```
Positions in Å, forces in eV/Å.

Values from the calculation:
HOMO level (alpha / beta) = -10.652 / -10.668 eV
expectation value of S² = 0.833
charge = +1
orbital gap (alpha / beta) = 7.54 / 7.49 eV
spin multiplicity = 2



Calculated max |F| (eV/Å), listed in the same order as above: 1.4, 0.3, 1.6
Calculated E_tot (a.u.), listed in the same order as above: -2730.79476, -3916.14888, -3852.57079